Entry 1:
DFT (ωB97M-V/def2-TZVPD) results for an isolated ion of composition C4H8NO3P and charge -2.

Geometry (Å):
1 C 1.7083 1.1828 0.1193
2 C -0.7549 -1.4553 -0.5149
3 C -0.1410 0.9467 0.0145
4 C -0.4898 -0.3786 0.5541
5 N 1.9308 2.4048 0.1368
6 O 2.3834 -0.9679 -1.3019
7 O 4.2588 0.1795 -0.0222
8 O 2.5433 -1.0158 1.3816
9 P 2.8452 -0.3153 0.0291
10 H -1.3786 -2.2475 -0.3876
11 H 0.2513 -1.5946 -0.9330
12 H -1.3058 -0.8569 -1.4049
13 H -0.5572 1.8888 0.5171
14 H -0.2218 0.8928 -1.0614
15 H -1.4349 -0.3130 1.1452
16 H 0.1854 -0.7549 1.3281
17 H 2.8886 2.4757 0.3012

Calculated values
Spin multiplicity ... 1
SMILES ... [H]/N=C(/CCC)P(=O)([O-])[O-]
DFT total energy ... -21198.6535 eV
Relative energy (zero: lowest compared OMol25 entry of this formula, charge and spin) ... 0.0 kcal/mol
Total charge ... -2
Gap between HOMO and LUMO ... 6.2844 eV
Highest occupied orbital energy ... 0.43 eV

Atomic partial charges in e from the Löwdin method, atoms 1 to 5:
1 C -0.3062
2 C -0.1258
3 C -0.1702
4 C -0.3727
5 N 0.0070

=====

Entry 2:
DFT (ωB97M-V/def2-TZVPD) results for C4H8NO3P as an isolated structure.

Geometry (Å):
1 C 1.3238 -1.3721 0.1306
2 C -1.4464 -0.4839 -1.5201
3 C -1.3176 0.0666 -0.1077
4 C 0.1116 0.1871 0.3478
5 N 0.3393 0.7482 1.6547
6 O 1.2545 -2.4125 0.6763
7 O 2.0953 -0.8038 -0.7267
8 O 2.3329 1.6181 0.1662
9 P 1.4229 0.8606 -0.8815
10 H -2.4950 -0.5293 -1.8093
11 H -1.0301 -1.4873 -1.5764
12 H -0.9168 0.1516 -2.2262
13 H -1.7846 1.0602 -0.0618
14 H -1.8577 -0.5810 0.5915
15 H -0.3542 1.4595 1.8808
16 H 2.0070 1.4845 1.0882
17 H 0.3151 0.0335 2.3737

Calculated values
Spin multiplicity ... 1
DFT total energy ... -21199.0690 eV
Relative energy (zero: lowest compared OMol25 entry of this formula, charge and spin) ... 4.1 kcal/mol
Gap between HOMO and LUMO ... 9.5602 eV
Highest occupied orbital energy ... -8.89 eV

Atomic partial charges in e from the Löwdin method, atoms 1 to 5:
1 C -0.4804
2 C -0.1170
3 C -0.2697
4 C -0.4697
5 N 0.0016

=====

Entry 3:
DFT (ωB97M-V/def2-TZVPD) results for an isolated ion of composition C4H8NOS and charge +1.

Geometry (Å):
1 C -1.1364 0.3687 -0.5777
2 C 1.3555 0.2791 -0.0013
3 C 2.3986 1.2623 0.0657
4 C -2.5990 -1.2401 0.2447
5 N -0.0776 1.0186 -0.7339
6 O -1.2643 -0.7202 0.1579
7 S 1.3826 -1.3448 0.1284
8 H -1.8793 0.8752 -1.1397
9 H 3.3848 1.0382 0.5315
10 H 1.8333 2.1073 0.4248
11 H 2.6731 1.8364 -0.9099
12 H -3.3294 -0.6785 -0.2308
13 H -2.6945 -0.9390 1.3883
14 H -2.7434 -2.3243 0.1600
15 H 2.6959 -1.5391 0.4922

Calculated values
Spin multiplicity ... 1
DFT total energy ... -18639.7165 eV
Relative energy (zero: lowest compared OMol25 entry of this formula, charge and spin) ... 81.4 kcal/mol
Total charge ... +1
Gap between HOMO and LUMO ... 9.0198 eV
Highest occupied orbital energy ... -14.70 eV

Atomic partial charges in e from the Löwdin method, atoms 1 to 5:
1 C -0.3032
2 C -0.5199
3 C -0.0959
4 C -0.0123
5 N 0.1592

=====

Entry 4:
DFT (ωB97M-V/def2-TZVPD) results for an isolated ion of composition C4H8NOS and charge +1.

Geometry (Å):
1 C 1.0436 -0.5064 -1.0001
2 C 0.0718 -0.6915 -0.1255
3 C 0.7980 1.6332 0.2562
4 C -1.0350 -1.7400 -0.0627
5 N -0.0077 0.3074 0.9517
6 O -0.0830 2.3636 -0.3189
7 S 2.0119 1.0241 -0.8389
8 H 1.0323 -1.0994 -1.8894
9 H 1.1146 2.1280 1.2866
10 H -0.7236 -2.4981 0.6681
11 H -1.1990 -2.2521 -0.9049
12 H -2.0400 -1.1684 0.1586
13 H -0.9922 0.5767 1.2052
14 H 0.4500 -0.0828 1.8095
15 H -0.4417 2.0056 -1.1954

Calculated values
Spin multiplicity ... 1
SMILES ... CC1=CS[C@@H](O)[NH2+]1
DFT total energy ... -18641.9459 eV
Relative energy (zero: lowest compared OMol25 entry of this formula, charge and spin) ... 30.0 kcal/mol
Total charge ... +1
Gap between HOMO and LUMO ... 10.1851 eV
Highest occupied orbital energy ... -13.59 eV

Atomic partial charges in e from the Löwdin method, atoms 1 to 5:
1 C -0.2630
2 C -0.3670
3 C -0.6749
4 C 0.0035
5 N 0.1162

=====

Entry 5:
DFT (ωB97M-V/def2-TZVPD) results for an isolated ion of composition C4H8NOS and charge +1.

Geometry (Å):
1 C 1.0168 0.5743 0.8213
2 C -1.0181 0.4285 -0.9858
3 C -1.7996 1.0547 -2.0016
4 C 1.9198 -1.0811 2.0797
5 N -0.1419 1.2173 -0.3965
6 O 1.0159 -0.6307 1.1081
7 S -1.2803 -1.2684 -0.5616
8 H 1.8499 1.2344 1.2205
9 H -2.7949 0.8188 -1.8722
10 H -1.5811 0.6027 -3.0071
11 H -1.5748 2.1850 -2.0581
12 H 2.6076 -0.1543 2.3794
13 H 2.7483 -1.7132 1.6673
14 H 1.4449 -1.7396 2.9301
15 H -2.4126 -1.5283 -1.3236

Calculated values
Spin multiplicity ... 1
DFT total energy ... -18639.2084 eV
Relative energy (zero: lowest compared OMol25 entry of this formula, charge and spin) ... 93.1 kcal/mol
Total charge ... +1
Gap between HOMO and LUMO ... 8.3479 eV
Highest occupied orbital energy ... -14.00 eV

Atomic partial charges in e from the Löwdin method, atoms 1 to 5:
1 C 0.1029
2 C -0.7671
3 C -0.1012
4 C -0.0257
5 N 0.1183

=====

Entry 6:
DFT (ωB97M-V/def2-TZVPD) results for a 2-piece molecular cluster, C4H8NS overall.

Geometry (Å):
1 C -3.4161 0.6879 -0.2959
2 C -0.6450 -0.7589 0.5641
3 C 0.6017 -0.6314 0.0474
4 C 2.8125 0.6922 -0.2917
5 N 1.4219 0.4331 0.1402
6 S -4.9861 0.3468 -0.1594
7 H -0.9701 -0.0076 1.2376
8 H -1.3251 -1.6160 0.2715
9 H 0.8610 -1.3269 -0.7044
10 H 3.5679 0.7820 0.4841
11 H 3.0839 -0.2425 -0.9241
12 H 2.6808 1.4420 -0.9989
13 H 1.0445 1.1190 0.7926
14 H -4.7318 -0.9195 -0.1632

Calculated values
Spin multiplicity ... 1
DFT total energy ... -16589.7664 eV
Relative energy (zero: lowest compared OMol25 entry of this formula, charge and spin) ... 130.1 kcal/mol
Total charge ... +1
Gap between HOMO and LUMO (spin up / spin down) ... 10.3350 / 4.6595 eV
Highest occupied orbital energy (spin up / spin down) ... -13.67 / -11.66 eV

Atomic partial charges in e from the Löwdin method, atoms 1 to 5:
1 C -0.4706
2 C 0.1355
3 C -0.1150
4 C 0.0132
5 N 0.0453